Entry from the OMol25 dataset: a gas-phase ion, C9H15N2O2S (charge +1) at a distorted geometry (the ωB97M-V functional and the def2-TZVPD basis).

```
29
Properties=species:S:1:pos:R:3:nbo_charge:R:1
C 2.539 2.395 3.447 -0.303
C 3.216 1.192 3.563 0.089
C 1.588 2.334 2.412 0.098
C -1.600 -0.890 -2.419 -0.355
C -1.589 -2.025 -1.344 -0.410
C -0.575 0.267 -2.233 -0.432
C -1.482 -1.314 -0.027 -0.408
C -0.572 0.752 -0.792 -0.390
C -0.224 -0.431 0.101 -0.385
N 2.787 0.113 3.062 -0.324
N 1.193 1.247 1.855 -0.382
O -1.370 1.141 1.892 -0.862
O -0.051 -0.656 2.909 -0.856
S -0.286 0.216 1.795 2.250
H 2.828 3.264 3.940 0.262
H 4.171 1.343 4.170 0.281
H 1.267 3.248 2.087 0.272
H -1.579 -1.255 -3.351 0.212
H -2.757 -0.533 -2.404 0.183
H -2.526 -2.456 -1.603 0.246
H -0.714 -2.573 -1.534 0.205
H 0.323 -0.185 -2.635 0.216
H -0.910 0.960 -3.016 0.245
H -2.312 -0.713 0.225 0.226
H -1.403 -1.839 0.851 0.217
H 0.279 1.584 -0.636 0.199
H -1.430 1.180 -0.479 0.234
H 0.695 -0.858 0.019 0.241
H 2.912 -0.842 3.220 0.432
```

Summary:
charge: +1
frontier orbital gap (spin up / spin down): 6.7 / 7.2 eV
M: 215.30 g mol⁻¹
energy relative to the best compared isomer or geometry (same formula, charge and spin): 107.66 kcal/mol
LUMO (spin up / spin down): -6.923 / -6.406 eV

Entry from the OMol25 dataset: C9H15N2OP in the gas phase at a distorted geometry (the ωB97M-V functional and the def2-TZVPD basis).

```
28
Properties=species:S:1:pos:R:3:nbo_charge:R:1
C -3.649 0.573 0.375 -0.656
C -2.705 -0.556 0.661 -0.689
P -0.903 -0.372 0.293 1.546
C -0.313 -1.956 1.011 -0.978
O -0.001 0.831 1.092 -0.785
C 1.196 1.001 0.225 0.263
N 2.391 0.605 0.879 -0.377
C 3.647 1.012 0.501 -0.113
C 4.516 0.387 1.345 -0.086
N 3.830 -0.378 2.234 -0.452
C 2.571 -0.231 1.934 0.174
C 0.670 0.069 -0.903 -0.478
C 0.312 0.777 -2.189 -0.622
H -4.546 0.404 0.975 0.220
H -3.218 1.523 0.681 0.210
H -3.965 0.643 -0.669 0.195
H -2.956 -1.482 0.143 0.203
H -0.518 -1.925 2.080 0.253
H -0.886 -2.767 0.569 0.247
H 0.747 -2.128 0.837 0.233
H 1.264 2.051 -0.069 0.194
H 3.804 1.689 -0.313 0.216
H 5.586 0.446 1.367 0.209
H 1.764 -0.677 2.479 0.208
H 1.336 -0.776 -1.091 0.225
H 1.201 1.161 -2.688 0.210
H -0.367 1.607 -1.990 0.208
H -0.188 0.083 -2.861 0.222
```

Summary:
charge: 0
frontier orbital gap: 8.3 eV
M: 198.21 g mol⁻¹
energy relative to the best compared isomer or geometry (same formula, charge and spin): 0.00 kcal/mol
structure (SMILES): CC=[P@]1(C)O[C@@H](n2ccnc2)[C@@H]1C
LUMO: 0.516 eV

Entry from the OMol25 dataset: a molecular structure, C9H15N3O3 at a distorted geometry (the ωB97M-V functional and the def2-TZVPD basis).

```
30
Properties=species:S:1:pos:R:3:nbo_charge:R:1
C 4.102 4.810 1.253 -0.251
O 2.897 4.238 0.569 -0.508
C 2.745 2.901 0.568 0.985
O 3.599 2.013 0.793 -0.639
O 1.446 2.692 0.304 -0.498
C 0.892 1.364 0.302 -0.220
H 4.179 4.277 2.201 0.199
H 3.981 5.869 1.481 0.203
H 4.998 4.703 0.641 0.200
H 1.119 0.818 1.217 0.205
H 1.107 0.810 -0.612 0.185
H -0.183 1.407 0.125 0.158
C -2.021 -2.784 -2.041 -0.644
C -1.156 -3.999 -1.968 0.243
N -0.460 -4.944 -1.824 -0.323
H -3.021 -2.986 -2.425 0.241
H -1.486 -2.139 -2.738 0.230
H -1.990 -2.300 -1.065 0.226
C -1.644 0.782 0.236 -0.687
C -2.209 -0.454 -0.321 0.390
N -2.675 -1.373 -0.726 -0.408
H -1.786 0.778 1.317 0.258
H -1.930 1.688 -0.298 0.260
H -0.558 0.813 0.144 0.238
C -2.044 -2.792 0.508 -0.699
C -0.998 -3.762 0.373 0.245
N -0.190 -4.534 0.327 -0.310
H -1.929 -2.483 1.547 0.237
H -2.911 -3.425 0.318 0.253
H -1.875 -1.987 -0.207 0.228
```

Summary:
charge: 0
frontier orbital gap: 8.2 eV
M: 213.24 g mol⁻¹
energy relative to the best compared isomer or geometry (same formula, charge and spin): 426.51 kcal/mol
LUMO: -0.235 eV

Entry from the OMol25 dataset: a gas-phase ion, C9H15N3O4P (charge +1) at a distorted geometry (the ωB97M-V functional and the def2-TZVPD basis).

```
32
Properties=species:S:1:pos:R:3:nbo_charge:R:1
C -0.161 3.602 -3.451 -0.743
C -0.177 2.369 -2.591 0.816
O 0.084 1.254 -2.973 -0.542
O -0.581 2.574 -1.280 -0.566
C 0.420 3.135 -0.423 -0.061
C 0.201 2.544 0.957 -0.427
C 0.889 1.188 1.142 -0.453
C 0.007 -0.020 1.023 0.256
C 0.569 -1.321 1.049 -0.112
C -0.216 -2.422 0.917 -0.408
P 0.303 -4.176 0.852 2.242
N -0.205 -4.790 -0.446 -1.292
O -0.252 -4.822 2.202 -0.969
O 1.886 -4.096 0.992 -0.959
C -1.581 -2.184 0.747 0.129
N -2.009 -0.946 0.733 -0.216
N -1.280 0.151 0.869 -0.160
H 0.691 3.552 -4.127 0.251
H -0.102 4.514 -2.862 0.229
H -1.074 3.627 -4.047 0.262
H 1.419 2.887 -0.792 0.178
H 0.343 4.225 -0.394 0.193
H 0.609 3.245 1.687 0.232
H -0.868 2.484 1.144 0.245
H 1.640 1.059 0.355 0.244
H 1.435 1.129 2.085 0.248
H 1.645 -1.405 1.146 0.239
H -0.781 -5.618 -0.358 0.415
H 0.048 -4.440 3.035 0.514
H 2.252 -3.475 1.629 0.504
H -2.298 -2.981 0.607 0.269
H -2.997 -0.761 0.599 0.443
```

Summary:
charge: +1
frontier orbital gap: 8.0 eV
M: 260.21 g mol⁻¹
structure (SMILES): CC(=O)OCCCc1cc(P(=N)(O)O)c[nH+]n1
LUMO: -4.987 eV

The highest M belongs to which entry?
C9H15N3O4P

Which of these has the highest M?
C9H15N3O4P